Computed, not measured: a 2-piece molecular cluster, C9H22BN2O2 overall in a non-equilibrium geometry, with ωB97M-V/def2-TZVPD.

Last column: natural (NBO) charge in e.
CARTESIAN COORDINATES (ANGSTROEM)
O 3.092 2.565 0.615  -0.904
O 2.804 0.159 0.762  -0.905
N -1.787 -1.105 0.718  -0.405
N -0.341 -1.309 -2.064  -0.459
C -1.265 -2.265 0.031  -0.252
C -0.039 0.111 -2.167  0.000
C 0.402 0.856 -3.177  -0.475
C -1.912 -0.866 1.955  0.301
C -0.070 -2.169 -3.186  -0.440
C 0.042 -1.949 -0.762  -0.234
C 0.210 2.699 1.449  -0.575
C 1.165 1.606 1.966  -0.736
C -2.312 0.390 2.501  -0.740
B 2.520 1.443 1.104  1.111
H -1.760 0.484 3.416  0.269
H 1.053 -2.362 -3.521  0.189
H 0.651 3.618 1.782  0.231
H -0.531 -3.137 -2.948  0.204
H 0.681 0.733 1.916  0.178
H -1.285 -3.105 0.720  0.232
H -1.986 -0.335 0.018  0.442
H -0.124 0.429 -1.119  0.160
H 0.478 0.559 -4.246  0.226
H 3.978 2.589 0.099  0.512
H 1.498 1.846 2.986  0.231
H 0.227 2.586 0.397  0.205
H -2.152 1.405 2.010  0.278
H -2.167 -2.602 -0.617  0.241
H 0.619 -1.418 -0.040  0.227
H 0.588 -2.785 -1.097  0.242
H -3.457 0.414 2.676  0.297
H -1.753 -1.618 2.702  0.232
H 0.546 1.892 -2.961  0.223
H -0.830 2.564 2.025  0.166
H 3.706 0.047 0.204  0.497
H -0.487 -1.970 -4.146  0.232

Forces on the atoms, in the same order (eV/Å):
2.6 0.8 -1.1
3.7 -1.0 -2.0
0.4 1.5 -2.0
0.8 2.0 0.0
-2.2 -2.4 -1.3
0.3 -2.2 1.2
-0.7 -0.5 -0.7
-0.1 0.0 -0.5
2.0 -1.9 -0.6
-2.7 0.6 -0.9
-0.7 -1.1 2.9
2.5 3.3 0.0
-2.2 3.1 0.4
-1.5 0.2 -0.2
-0.3 0.1 0.9
-1.7 0.5 1.3
-0.2 0.8 -0.3
0.4 0.0 0.0
-1.7 -3.7 0.3
0.9 0.1 0.4
0.2 -0.8 1.3
0.2 1.0 -0.7
0.0 -0.1 1.1
-2.4 -0.4 1.4
-0.4 -0.3 0.0
-0.9 0.5 -1.1
0.0 -1.9 -0.3
1.8 0.7 0.3
1.0 1.0 -0.1
0.4 -1.5 0.5
1.7 -0.4 0.2
0.4 -0.8 -0.1
0.1 0.5 0.0
2.2 0.7 -1.8
-3.2 0.4 1.9
-0.9 1.2 -0.4

Computed properties:
Charge: +1
Frontier orbital gap: 7.30 eV
HOMO level: -11.4 eV
Calculated total energy: -17434.479 eV